{
  "formula": "C3H5NO4",
  "method": "ωB97M-V/def2-TZVPD",
  "e_lumo_ev": -1.32,
  "relative_energy_kj_mol": 648.2,
  "e_homo_ev": -10.93,
  "fmax_ev_per_a": 6.6,
  "homo_lumo_gap_ev": 9.6088,
  "symbols": ["O", "N", "O", "C", "O", "C", "C", "O", "H", "H", "H", "H", "H"],
  "xyz": [[2.27323, 1.66272, -0.09693], [2.13345, 0.44569, -0.29667], [3.07266, -0.28543, -0.48258], [0.81897, -0.07471, 0.03975], [0.71341, -1.73960, -0.39939], [-0.25033, 0.56012, 0.42746], [-1.61944, -0.03957, 0.48813], [-2.49023, 0.47045, -0.50406], [1.56481, -2.00706, -0.13829], [-0.15692, 1.57626, 0.51998], [-2.27469, 0.29063, 1.34272], [-1.79043, -1.11841, 0.40674], [-1.99451, 0.25890, -1.30686]],
  "forces_ev_per_angstrom": [[-0.78, -1.07, -0.78], [1.05, 2.30, 2.31], [-0.48, -0.87, -0.67], [-0.12, -6.17, -2.37], [-1.62, 5.88, 0.95], [-0.67, -1.99, -0.49], [-2.97, -0.24, 1.71], [1.07, 0.61, -1.69], [2.05, -0.75, 0.47], [0.10, 2.47, 0.43], [1.67, -0.39, 0.20], [1.38, -0.02, 0.44], [-0.71, 0.26, -0.51]]
}